10 unconnected molecules or ions with the total composition C54H129BF4N12O12 at a distorted geometry. Source: the OMol25 dataset; level of theory: ωB97M-V/def2-TZVPD.

Its total charge is +8. As for the energy above the lowest of the compared OMol25 structures with the same formula, charge and spin: 405.1 kJ/mol. The value obtained for the HOMO-LUMO gap is 8.800 eV. The calculated total energy comes out at -111997.6838 eV.

```
212
Properties=species:S:1:pos:R:3:forces:R:3
C -0.95940 -9.05215 3.40259 -0.6 0.5 0.9
C 0.10947 -7.96365 3.58648 0.2 -1.5 -0.9
N -0.31657 -6.68388 3.03118 0.0 1.3 0.5
C -0.15229 -6.25799 1.72471 -0.3 0.4 0.4
C -0.64464 -4.99940 1.68992 -0.8 0.9 -1.1
N -1.19574 -4.66806 2.89485 1.5 -1.3 0.7
C -0.88430 -5.68861 3.72733 -0.2 0.2 -0.4
C -1.87088 -3.42508 3.22322 -1.1 -0.4 1.0
H -1.45688 -9.04473 2.43282 0.6 -0.1 -0.3
H -1.79341 -8.90469 4.09380 0.2 0.0 0.2
H -0.51496 -10.01796 3.63038 -0.1 -0.1 -0.2
H 0.97044 -8.28346 2.99580 0.1 0.2 0.0
H 0.47480 -7.86609 4.60617 -0.4 0.2 0.1
H 0.25518 -6.82928 0.90868 0.1 -0.3 0.3
H -0.71045 -4.24983 0.91619 0.1 -0.3 -0.3
H -0.94579 -5.61130 4.80201 -0.4 -0.4 0.0
H -2.81706 -3.36905 2.68327 0.4 0.3 -0.6
H -1.22865 -2.55424 3.14560 0.0 0.0 -0.2
H -2.27713 -3.53839 4.23150 0.6 0.2 0.2
C -1.00004 1.40847 -2.44501 0.2 -1.0 0.4
C -1.25631 2.71605 -3.18964 -0.4 -0.8 0.9
N -0.31475 2.96739 -4.28332 0.2 0.4 -0.2
C -0.01015 2.11351 -5.32393 0.6 0.4 0.0
C 0.84090 2.80408 -6.14768 0.0 -0.4 -0.4
N 1.01058 4.06759 -5.64571 -1.0 -0.4 1.0
C 0.30928 4.12363 -4.51233 -0.1 0.5 0.1
C 1.81386 5.16561 -6.19266 1.0 -0.4 -0.2
H 0.00833 1.25105 -2.05970 0.2 0.5 -0.4
H -1.24198 0.48182 -2.97276 0.0 0.3 -0.5
H -1.57359 1.28030 -1.52474 -0.4 0.6 -0.1
H -1.20469 3.50279 -2.43835 0.3 0.4 -0.4
H -2.27699 2.72774 -3.57025 0.1 0.1 -0.2
H -0.39408 1.10901 -5.33504 0.0 0.0 -0.2
H 1.36658 2.53427 -7.05045 -0.2 -0.2 0.0
H 0.21778 4.99539 -3.88504 0.0 0.0 -0.1
H 1.40271 6.13323 -5.92686 -0.1 -0.1 0.0
H 1.92374 5.05143 -7.26904 -0.4 0.1 0.0
H 2.82346 5.03883 -5.79917 0.0 0.3 0.1
C 3.72136 0.62150 -3.91385 -0.1 -0.5 1.2
C 2.86467 -0.35472 -3.10241 -0.4 -0.1 0.1
N 1.91426 -1.09475 -3.96463 0.1 -0.2 -0.5
C 0.69503 -1.54262 -3.55220 -1.0 -0.4 0.6
C 0.11331 -2.23677 -4.55921 0.7 0.2 -1.1
N 1.02096 -2.20877 -5.60933 0.4 0.8 0.2
C 2.10565 -1.52634 -5.22017 -0.4 -0.3 0.2
C 0.76418 -2.67553 -6.97046 -0.5 -0.9 -0.3
H 3.03684 1.22504 -4.50694 0.3 0.0 -0.3
H 4.51692 0.13858 -4.47572 -0.2 0.1 -0.3
H 4.20460 1.26989 -3.18230 0.1 0.1 -0.2
H 2.25718 0.19302 -2.37887 -0.2 0.1 -0.2
H 3.32874 -1.12124 -2.47900 0.8 0.2 -0.3
H 0.29179 -1.41296 -2.56172 0.3 0.4 0.1
H -0.84295 -2.70781 -4.70918 0.0 0.0 0.4
H 3.01074 -1.42546 -5.79820 -0.1 0.2 -0.1
H 0.06348 -3.50575 -6.88078 0.1 -0.1 -0.1
H 1.66175 -3.05865 -7.44931 0.1 0.2 0.1
H 0.27465 -1.93842 -7.60448 0.2 0.3 0.2
C 6.35186 -0.45675 -0.69522 0.2 -0.6 0.1
O 5.32072 -1.28696 -0.16474 -0.8 -0.3 -0.4
C 5.01606 -1.16726 1.19238 -0.1 -0.1 0.0
C 3.73826 -1.95302 1.48030 0.0 0.2 -0.5
N 3.84393 -3.34139 0.90539 0.0 -1.1 0.6
H 3.46801 -3.33405 -0.04027 0.3 0.3 -0.1
H 4.80374 -3.68850 0.82072 0.2 0.5 0.0
C 3.06033 -4.50128 1.57622 0.1 1.4 -0.5
C 3.44262 -4.79834 3.02307 -0.5 -0.8 -0.4
O 3.02493 -3.80620 3.91215 0.2 1.1 -0.3
C 3.57205 -4.01275 5.21762 -0.5 0.0 0.4
H 7.23216 -0.51150 -0.05213 0.0 0.3 -0.1
H 6.00967 0.56900 -0.85225 0.0 0.0 0.2
H 6.60237 -0.91025 -1.65179 0.1 0.2 0.0
H 4.83787 -0.11890 1.46151 0.1 0.0 0.2
H 5.82891 -1.57300 1.80553 0.1 0.2 0.1
H 2.85471 -1.54842 0.97279 0.2 0.2 0.3
H 3.56024 -2.00456 2.55131 0.0 -0.3 0.0
H 3.26859 -5.28981 0.85370 -0.1 -0.6 0.6
H 2.02544 -4.18808 1.43450 -0.1 -0.2 0.4
H 4.50762 -5.04225 3.11651 0.0 0.1 0.0
H 2.86761 -5.69801 3.29116 0.4 -0.3 -0.3
H 3.04667 -3.37864 5.92953 -0.2 0.1 -0.3
H 4.62459 -3.72885 5.27459 0.1 -0.5 -0.2
H 3.35339 -5.04102 5.51544 0.5 0.0 0.1
C -5.47918 -0.83978 0.03794 0.5 -0.1 0.8
O -6.31378 -1.85155 -0.49497 -0.7 -0.1 0.4
C -7.70903 -1.53512 -0.33035 0.2 0.3 -2.3
C -8.50199 -2.53250 -1.16718 -1.3 -0.2 -0.6
N -7.92043 -2.55690 -2.59363 0.6 0.5 1.1
H -6.93731 -2.31698 -2.40387 0.2 0.0 -0.4
H -7.96804 -3.48098 -3.01316 -0.1 -0.1 0.3
C -8.47250 -1.57646 -3.61997 -0.3 -1.1 0.3
C -7.36618 -1.08629 -4.51028 0.2 1.3 -0.2
O -6.18923 -0.78786 -3.75371 -0.2 -1.1 0.3
C -5.23104 -0.10760 -4.52595 0.0 1.0 -0.8
H -4.45474 -1.11632 -0.20880 0.0 0.1 -0.1
H -5.56169 -0.81196 1.12893 0.0 -0.1 0.0
H -5.67303 0.18574 -0.28853 -0.3 -0.2 -0.5
H -7.81635 -0.61066 -0.91109 -0.3 0.5 0.6
H -8.09584 -1.41783 0.67897 0.3 -0.2 0.1
H -9.53505 -2.24270 -1.36662 0.0 0.5 0.6
H -8.62493 -3.53052 -0.74718 0.7 -0.2 -0.2
H -9.03404 -0.74808 -3.19394 0.2 -0.2 0.6
H -9.17893 -2.20961 -4.15606 -0.2 0.5 -0.4
H -7.72659 -0.12193 -4.87844 -0.1 -0.2 -0.6
H -7.14580 -1.75383 -5.34503 0.1 -0.1 0.0
H -4.23195 -0.22553 -4.10824 -0.1 -0.2 0.2
H -5.47508 0.96014 -4.58500 0.0 0.0 0.3
H -5.21716 -0.40727 -5.57950 0.0 -0.5 0.1
C -2.06664 -2.75553 -1.78739 -1.2 0.5 -0.1
O -2.77512 -3.45927 -2.81595 0.0 -0.4 -1.1
C -4.10895 -3.83301 -2.48144 0.6 -0.2 1.2
C -4.89262 -4.64846 -3.52469 0.3 0.0 -0.1
N -4.04950 -5.60768 -4.32627 -0.5 0.8 -0.8
H -3.31026 -5.03585 -4.73757 0.3 -0.5 -0.1
H -3.62846 -6.34292 -3.75722 0.2 0.2 0.2
C -4.85407 -6.31656 -5.41656 -0.6 0.2 0.1
C -4.02347 -7.29196 -6.24964 -0.3 -0.5 -0.3
O -2.78935 -6.77683 -6.66262 0.2 0.5 0.7
C -2.85939 -5.77936 -7.67358 0.0 0.3 -0.5
H -2.30540 -1.68740 -1.83733 0.2 0.0 -0.2
H -1.00419 -2.91014 -1.93174 0.0 -0.2 0.2
H -2.41792 -3.02993 -0.78901 0.3 -0.4 0.0
H -4.67767 -2.92157 -2.26410 -0.2 -0.2 0.2
H -3.98449 -4.44470 -1.57915 -0.5 0.1 0.1
H -5.41791 -3.96570 -4.19289 0.4 -0.2 -0.5
H -5.67608 -5.25963 -3.07711 0.1 0.1 0.5
H -5.35897 -5.60807 -6.07490 0.4 0.6 0.3
H -5.66356 -6.77359 -4.84549 0.1 -0.5 -0.3
H -4.59155 -7.56652 -7.14357 -0.4 0.0 0.2
H -3.88817 -8.21763 -5.68923 0.5 0.0 0.0
H -2.39647 -6.11577 -8.60059 0.1 -0.2 0.1
H -2.32647 -4.88194 -7.34721 0.1 0.0 0.1
H -3.87280 -5.46216 -7.93587 -0.1 -0.2 0.2
C 6.27133 8.92215 1.44704 -0.6 0.1 0.2
O 6.09922 7.50148 1.62463 0.4 0.2 0.3
C 6.31292 7.11319 2.94644 -1.2 -0.3 0.6
C 6.30511 5.60690 3.03830 0.6 0.3 -0.4
N 4.96186 4.90772 2.81870 0.5 -0.8 -0.4
H 5.19590 3.91278 2.78244 0.1 0.0 -0.3
H 4.34118 4.91261 3.62922 -0.1 0.9 0.0
C 4.23347 5.25887 1.52680 -0.8 -0.1 0.6
C 2.85833 4.57693 1.53926 0.1 0.1 0.0
O 2.87136 3.15590 1.58261 0.5 0.1 0.1
C 3.02376 2.48723 0.30959 -0.2 0.8 0.7
H 7.30249 9.23218 1.60772 0.1 -0.1 -0.4
H 5.66590 9.48673 2.16514 -0.1 -0.2 0.1
H 5.85982 9.13285 0.46480 0.5 0.2 -0.1
H 5.50642 7.49467 3.59656 0.0 0.2 0.0
H 7.23087 7.44095 3.44657 0.3 0.2 -0.5
H 6.73604 5.34213 4.00379 -0.4 -0.5 0.0
H 6.93063 5.21437 2.23531 0.1 -0.1 0.1
H 4.85447 5.00260 0.67307 0.2 0.0 0.2
H 4.08663 6.33594 1.56745 0.1 0.0 -0.3
H 2.21364 4.92101 0.72487 0.4 0.1 -0.3
H 2.36166 4.96804 2.43495 -0.1 -0.4 0.2
H 2.93426 1.43005 0.53298 0.1 -0.1 -0.2
H 3.98164 2.73700 -0.15019 0.0 -0.1 -0.1
H 2.19153 2.79990 -0.32480 0.1 -0.2 -0.2
C -1.32221 2.63871 1.07925 0.3 -0.1 -1.3
O -1.73837 3.77194 1.80288 -0.6 0.1 -0.1
C -2.83270 4.50971 1.23477 0.3 -0.1 1.5
C -3.19394 5.56800 2.29747 0.0 -0.3 -2.0
N -2.18251 6.70144 2.35152 -0.2 -0.3 0.8
H -2.11349 7.16361 1.44408 -0.1 0.0 -0.1
H -2.59982 7.39558 2.98080 0.1 0.2 0.0
C -0.78677 6.38975 2.86441 -0.2 1.1 0.1
C -0.10528 7.72568 3.19300 0.3 0.1 0.5
O 1.24115 7.49876 3.52581 0.2 -1.1 -0.4
C 1.93416 8.69948 3.79189 0.9 1.1 0.3
H -0.73765 1.92312 1.65722 0.0 0.5 0.4
H -0.70279 2.99808 0.24121 0.1 -0.3 0.0
H -2.12042 2.02854 0.63777 -0.3 0.3 0.2
H -3.71041 3.87511 1.09337 0.0 -0.1 0.1
H -2.65777 4.97673 0.25985 0.6 0.0 0.0
H -3.33523 5.09728 3.26374 0.1 0.3 0.2
H -4.11292 6.00869 1.90833 -0.1 0.2 0.6
H -0.26495 5.89018 2.05593 0.0 -0.4 0.3
H -0.91338 5.83052 3.78668 0.1 -0.5 -0.3
H -0.53173 8.17097 4.10019 -0.6 0.2 -0.4
H -0.17493 8.39950 2.32944 -0.1 0.2 0.1
H 2.96840 8.53363 4.10103 -0.1 -0.7 -0.2
H 1.54489 9.26971 4.64072 -0.6 -0.1 -0.2
H 2.01477 9.33132 2.90315 -0.4 0.1 0.0
C -1.09204 0.89157 5.80532 -0.1 0.0 -0.2
O -0.19879 1.97304 6.03344 0.1 0.2 0.2
C 0.06474 2.81069 4.92922 -0.1 -0.7 0.8
C 1.22374 2.21226 4.17144 -0.1 -0.1 -1.7
N 2.48990 2.07589 4.96189 -1.3 0.2 0.3
H 2.84635 2.97076 5.29515 0.1 0.1 -0.3
H 2.18462 1.64457 5.85241 0.4 -0.4 0.0
C 3.55462 1.23254 4.29871 0.0 0.8 0.8
C 3.67551 -0.05404 5.11627 0.6 -0.1 -0.2
O 3.56609 0.24945 6.46901 -0.4 1.0 -0.1
C 3.69244 -0.90549 7.29961 0.1 0.4 0.1
H -2.11393 1.21408 5.58798 0.0 0.3 0.3
H -1.05812 0.31885 6.72668 -0.2 -0.2 -0.1
H -0.82025 0.27116 4.94183 0.4 -0.1 0.1
H 0.29432 3.79981 5.33686 0.1 0.0 -0.1
H -0.83430 2.88596 4.30966 0.2 0.1 -0.4
H 1.40659 2.71416 3.21962 0.4 0.4 0.3
H 0.99992 1.20708 3.80703 -0.2 -0.2 0.5
H 4.43167 1.87881 4.31538 0.3 -0.4 0.2
H 3.30724 1.09411 3.24939 -0.3 -0.2 0.1
H 4.67028 -0.49072 4.97050 -0.1 -0.2 -0.5
H 2.89374 -0.75010 4.78381 0.0 -0.2 0.1
H 2.77177 -1.47638 7.15753 0.4 -0.5 0.1
H 3.77019 -0.58278 8.33519 -0.1 0.1 -0.1
H 4.64245 -1.37964 7.03915 -0.3 -0.5 0.1
B 0.20130 -0.55510 0.56556 -1.8 -1.2 0.1
F 0.67417 -1.84346 0.18153 0.9 0.1 0.1
F 0.20973 -0.39589 1.96173 0.9 0.2 -0.2
F 0.87544 0.44373 -0.13792 0.1 -0.1 0.3
F -1.17837 -0.62231 0.21089 0.1 0.7 -0.4
```
Forces are in eV/Å.